No. 1
This record from the OMol25 dataset describes a structure of composition C53H55IN9O4RbS3Se. The level of theory is ωB97M-V/def2-TZVPD.

Element x y z (Å)
Rb  0.561  -0.300  0.792
C  -2.118  2.314  -2.468
C  -0.838  1.746  -3.104
N  0.251  1.728  -2.165
C  0.806  3.011  -1.815
C  0.998  3.211  -0.311
N  -0.148  2.778  0.477
C  -1.387  3.524  0.264
C  -2.564  2.594  -0.052
N  -2.369  1.684  -1.177
H  -2.025  3.403  -2.369
H  -2.952  2.143  -3.161
H  -1.018  0.715  -3.419
H  -0.632  2.326  -4.022
H  0.943  0.977  -2.320
H  1.779  3.188  -2.297
H  0.142  3.797  -2.189
H  1.866  2.634  0.026
H  1.241  4.276  -0.158
H  0.084  2.813  1.466
H  -1.630  4.114  1.156
H  -1.248  4.245  -0.549
H  -2.758  1.977  0.832
H  -3.468  3.193  -0.220
H  -1.521  1.157  -0.979
O  3.115  -3.520  3.721
C  2.540  -2.886  2.839
N  1.459  -2.084  2.952
C  0.538  -2.350  3.901
O  0.132  -3.465  4.244
C  -0.138  -1.151  4.547
C  -0.718  -1.318  5.754
C  -1.205  -0.169  6.506
C  -1.331  1.031  5.939
C  -1.077  1.159  4.476
N  -0.303  0.053  3.876
C  3.168  -2.910  1.459
C  4.317  -2.169  1.200
C  4.907  -2.264  -0.046
C  4.334  -3.100  -0.993
C  3.175  -3.775  -0.651
N  2.592  -3.698  0.548
H  -0.742  -2.314  6.172
H  -1.406  -0.292  7.566
H  -1.595  1.918  6.502
H  -1.996  1.344  3.908
H  4.719  -1.531  1.977
H  5.788  -1.681  -0.286
H  4.747  -3.191  -1.989
H  2.681  -4.400  -1.392
O  -2.650  -0.442  2.235
S  -3.899  -1.066  2.728
C  -3.610  -2.859  2.712
C  -3.454  -3.485  1.326
C  -2.388  -4.582  1.268
C  -0.967  -4.049  1.209
S  -0.513  -3.057  -0.227
O  -1.380  -1.831  -0.261
C  -1.127  -4.122  -1.521
C  -2.182  -3.681  -2.300
C  -2.625  -4.477  -3.349
C  -2.010  -5.693  -3.611
C  -0.943  -6.118  -2.826
C  -0.494  -5.330  -1.778
C  -5.073  -0.970  1.371
C  -4.643  -0.397  0.186
C  -5.545  -0.268  -0.863
C  -6.851  -0.716  -0.723
C  -7.271  -1.283  0.476
C  -6.383  -1.400  1.534
H  -4.425  -3.313  3.283
H  -2.702  -2.941  3.321
H  -3.192  -2.709  0.607
H  -4.417  -3.893  1.012
H  -2.576  -5.222  0.402
H  -2.456  -5.229  2.149
H  -0.208  -4.834  1.253
H  -0.725  -3.394  2.049
H  -2.623  -2.716  -2.077
H  -3.446  -4.137  -3.968
H  -2.349  -6.307  -4.436
H  -0.452  -7.059  -3.039
H  0.354  -5.639  -1.175
H  -3.619  -0.052  0.085
H  -5.208  0.195  -1.783
H  -7.550  -0.614  -1.545
H  -8.294  -1.623  0.589
H  -6.704  -1.818  2.483
I  4.319  1.142  -1.554
C  4.331  -0.364  -3.013
C  5.537  -0.672  -3.582
C  5.629  -1.733  -4.510
C  4.518  -2.461  -4.822
C  3.264  -2.164  -4.226
C  2.131  -2.966  -4.508
C  0.940  -2.681  -3.902
C  0.838  -1.580  -3.016
C  1.887  -0.739  -2.678
C  3.130  -1.081  -3.304
H  6.422  -0.109  -3.313
H  6.588  -1.968  -4.958
H  4.577  -3.289  -5.522
H  2.232  -3.797  -5.199
H  0.070  -3.301  -4.107
H  -0.152  -1.391  -2.594
C  4.655  5.694  -0.751
N  3.684  5.607  0.314
C  3.647  4.632  1.276
Se  4.847  3.276  1.501
N  2.547  4.871  2.023
C  1.862  5.971  1.544
C  0.674  6.568  1.934
C  0.257  7.674  1.203
C  0.996  8.162  0.125
C  2.183  7.555  -0.270
C  2.594  6.450  0.457
H  5.234  4.773  -0.754
H  5.325  6.543  -0.595
H  4.138  5.806  -1.704
H  2.142  4.224  2.701
H  0.093  6.165  2.752
H  -0.672  8.163  1.472
H  0.635  9.024  -0.422
H  2.751  7.919  -1.117
S  0.268  3.705  3.945
C  0.056  2.010  3.961
N  0.728  1.009  3.450

Atoms 1-3, force components in eV/Å:
Rb 0.50 0.77 0.04
C 0.00 0.01 -0.04
C 0.01 0.01 -0.06

Kohn-Sham gap in Ha: 0.2046
Spin multiplicity: 1
Total energy in eV: -184062.53880
Energy relative to the best compared isomer or geometry (same formula, charge and spin) in kJ/mol: 27.0
Molar mass in u: 1269.6
Charge: -2
HOMO in Eh: -0.0795

***

No. 2
This record from the OMol25 dataset describes a cluster of 40 separate species, H80O40 in total. The level of theory is ωB97M-V/def2-TZVPD.

Element x y z (Å)
H  0.121  2.119  5.469
H  1.380  2.028  5.796
O  0.634  2.502  6.214
H  0.234  -2.231  -4.389
H  1.702  -1.993  -4.903
O  0.777  -1.937  -5.096
H  -2.977  4.957  -1.427
H  -3.566  3.503  -1.373
O  -2.944  4.082  -1.820
H  1.482  1.961  3.021
H  0.771  0.640  3.255
O  0.615  1.594  3.216
H  -4.893  -2.789  2.890
H  -4.218  -3.801  2.314
O  -5.069  -3.742  2.787
H  -2.903  -0.495  -5.289
O  -3.337  -1.061  -5.936
H  0.534  -4.895  2.965
O  1.445  -4.727  2.680
H  -4.057  -1.272  1.320
H  -2.947  -0.578  0.712
O  -3.373  -0.640  1.566
H  1.093  1.564  1.204
H  0.029  2.151  0.522
O  0.742  1.528  0.303
H  2.138  -0.658  2.142
H  2.662  -1.972  2.635
O  1.933  -1.359  2.768
H  0.370  -4.229  -4.514
H  -0.105  -3.693  -3.196
O  -0.304  -4.383  -3.840
H  4.173  1.439  -1.604
O  4.234  0.904  -0.819
H  -3.251  1.126  -2.814
H  -1.941  1.650  -3.109
O  -2.853  1.713  -3.437
H  3.409  -2.656  -2.835
H  4.888  -3.260  -3.339
O  3.978  -3.373  -3.112
H  -0.603  -1.953  1.524
H  -1.267  -0.723  1.647
O  -0.654  -1.258  2.184
H  0.170  6.984  0.902
H  1.590  6.810  1.337
O  1.020  6.628  0.625
H  -4.226  -2.802  -0.961
H  -5.527  -2.801  -0.468
O  -4.663  -2.622  -0.118
H  -0.287  2.028  -2.006
H  0.437  0.766  -1.743
O  -0.308  1.087  -2.260
H  -6.285  -0.917  -0.728
O  -6.674  -0.979  0.151
H  3.298  1.218  0.775
H  3.872  1.297  2.204
O  3.201  0.823  1.653
H  0.364  -5.654  -0.709
O  -0.154  -4.887  -0.896
H  0.352  4.025  -3.162
H  -1.151  4.000  -2.954
O  -0.317  4.108  -2.477
H  5.216  -2.897  1.722
H  4.153  -4.004  1.996
O  4.868  -3.496  2.379
H  0.956  -1.625  5.122
H  1.235  -0.635  6.141
O  1.358  -0.750  5.186
H  -2.713  -4.725  4.131
H  -1.580  -3.777  4.703
O  -1.849  -4.347  3.988
H  -0.824  4.314  -0.031
H  0.258  5.140  0.173
O  -0.175  4.397  0.690
H  -4.556  -0.035  -2.688
H  -5.160  -0.707  -3.934
O  -4.402  -0.714  -3.341
H  3.099  0.492  -4.779
H  3.250  1.602  -5.589
O  2.580  1.257  -4.996
H  3.043  3.352  4.339
H  1.883  4.248  4.810
O  2.136  3.598  4.147
H  -0.438  -1.052  -3.134
H  -1.661  -1.922  -2.758
O  -1.138  -1.166  -2.481
H  2.527  3.987  1.903
H  3.732  3.544  1.058
O  3.491  3.974  1.862
H  3.315  -3.097  0.321
O  3.804  -2.281  0.221
H  -1.499  3.008  -5.765
H  -0.020  3.208  -5.270
O  -0.931  3.216  -5.021
H  -6.676  -0.052  0.405
H  -3.510  -1.855  -5.428
H  -0.202  -4.553  -1.786
H  1.799  -4.307  3.462
H  4.919  0.336  -0.480
H  3.254  -1.616  0.655
O  2.435  -5.077  -0.022
H  2.141  -4.673  0.804
H  2.412  -4.384  -0.686
O  1.103  -2.248  -1.378
H  0.371  -1.628  -1.224
H  0.699  -3.019  -0.947
O  5.146  1.528  3.181
H  6.001  1.454  2.746
H  5.249  2.389  3.559
O  3.070  3.037  -1.746
H  2.187  2.680  -1.550
H  2.929  3.881  -1.296
O  -4.242  2.619  0.399
H  -3.774  2.108  -0.268
H  -4.324  2.132  1.223
O  -3.996  0.900  4.456
H  -3.578  0.593  3.661
H  -3.333  1.186  5.083
O  -2.477  0.476  -0.779
H  -2.568  -0.032  -1.573
H  -1.785  1.131  -1.021

Atoms 1-3, force components in eV/Å:
H -1.10 0.87 0.44
H 0.83 0.63 1.00
O 0.13 -1.55 -1.41

Kohn-Sham gap in Ha: 0.3548
Spin multiplicity: 1
Total energy in eV: -83196.80478
Energy relative to the best compared isomer or geometry (same formula, charge and spin) in kJ/mol: 869.4
Molar mass in u: 720.6
HOMO in Eh: -0.3703

***

No. 3
This record from the OMol25 dataset describes a structure of composition C35H42AsCl2GaN2O3. The level of theory is ωB97M-V/def2-TZVPD.

Element x y z (Å)
O  -4.401  -2.651  -0.144
C  -4.832  -3.734  -0.520
C  -5.743  -4.517  0.369
C  -6.119  -3.965  1.614
H  -5.836  -2.935  1.851
C  -6.825  -4.733  2.537
H  -7.043  -4.317  3.519
C  -7.236  -6.028  2.214
H  -7.759  -6.634  2.944
C  -6.976  -6.531  0.938
H  -7.319  -7.527  0.675
C  -6.267  -5.770  0.009
H  -6.101  -6.141  -1.004
H  -4.634  -4.136  -1.550
C  0.455  -3.692  0.370
C  0.770  -2.389  -0.234
H  1.356  -4.283  0.516
H  -0.239  -4.276  -0.229
H  0.005  -3.558  1.349
C  1.973  -2.000  -0.644
C  3.312  -2.720  -0.548
H  2.087  -1.005  -1.085
H  3.245  -3.737  -0.140
H  4.041  -2.171  0.076
H  3.787  -2.813  -1.538
Ga  -0.752  -0.882  -0.222
Cl  -0.386  -0.827  1.952
Cl  -2.121  -2.162  -1.259
H  -4.861  0.885  1.359
H  -4.169  2.358  3.039
C  -3.857  0.540  1.093
C  -3.113  2.076  2.919
N  -2.896  1.542  1.575
H  -3.773  0.415  0.011
C  -1.711  1.701  1.001
O  -1.407  1.131  -0.108
H  -2.472  2.956  3.061
H  -0.978  2.325  1.530
H  -3.671  -0.432  1.575
H  -2.853  1.322  3.682
H  1.212  1.634  -4.858
H  -1.253  1.776  -5.513
C  1.020  0.627  -4.472
C  -1.391  0.776  -5.082
N  -0.380  0.529  -4.057
H  1.708  0.420  -3.652
C  -0.797  0.160  -2.868
O  0.014  -0.080  -1.896
H  -2.372  0.711  -4.599
H  -1.884  0.057  -2.741
H  1.206  -0.072  -5.298
H  -1.325  0.025  -5.881
C  5.414  -0.051  3.362
C  4.048  -0.124  3.663
C  3.109  0.319  2.726
C  3.546  0.893  1.522
C  4.909  0.964  1.218
C  5.845  0.480  2.141
As  2.148  1.441  0.251
C  1.615  3.162  1.057
C  0.696  3.947  0.344
C  0.272  5.174  0.863
C  0.727  5.588  2.121
C  1.619  4.793  2.845
C  2.076  3.581  2.313
C  3.271  2.035  -1.255
C  3.259  3.377  -1.649
C  3.893  3.755  -2.833
C  4.555  2.808  -3.607
C  4.621  1.476  -3.193
C  3.972  1.079  -2.016
H  6.146  -0.404  4.087
H  3.719  -0.523  4.624
H  2.039  0.221  2.915
H  5.231  1.390  0.272
H  6.909  0.526  1.902
H  0.319  3.600  -0.622
H  -0.404  5.800  0.284
H  0.394  6.544  2.526
H  1.971  5.122  3.826
H  2.773  2.958  2.869
H  2.752  4.119  -1.034
H  3.871  4.800  -3.154
H  5.037  3.108  -4.535
H  5.179  0.753  -3.783
H  4.028  0.040  -1.685

Atoms 1-3, force components in eV/Å:
O -1.41 -1.73 -0.44
C -0.39 1.58 0.71
C -0.63 -0.21 0.39

Kohn-Sham gap in Ha: 0.2555
Spin multiplicity: 1
Total energy in eV: -184359.53467
Energy relative to the best compared isomer or geometry (same formula, charge and spin) in kJ/mol: 265.8
Molar mass in u: 754.3
HOMO in Eh: -0.2458

***

No. 4
This record from the OMol25 dataset describes a structure of composition C18H9Cl4N2O3RuS2. The level of theory is ωB97M-V/def2-TZVPD.

Element x y z (Å)
Ru  -0.241  0.032  -0.227
Cl  3.593  5.839  0.105
C  3.141  4.171  -0.075
C  4.110  3.190  -0.147
Cl  5.796  3.600  -0.061
C  3.719  1.851  -0.298
Cl  4.915  0.583  -0.373
C  2.382  1.473  -0.388
O  1.986  0.241  -0.535
C  1.379  2.492  -0.308
O  0.124  2.128  -0.380
C  1.785  3.812  -0.152
Cl  0.543  5.021  -0.041
S  -2.671  -0.060  0.772
C  -1.693  -0.093  2.166
N  -0.384  -0.057  2.083
C  0.245  -0.084  3.310
C  1.624  -0.039  3.510
C  2.108  -0.092  4.806
C  1.237  -0.187  5.895
C  -0.136  -0.220  5.705
C  -0.626  -0.165  4.406
S  -2.271  -0.185  3.829
H  2.275  0.057  2.646
H  3.176  -0.048  4.979
H  1.637  -0.226  6.901
H  -0.807  -0.281  6.552
O  -0.001  -2.200  -0.376
N  1.274  -2.471  -0.120
C  2.180  -2.469  -1.105
C  3.505  -2.728  -0.836
C  3.905  -2.974  0.463
C  2.951  -2.959  1.465
C  1.635  -2.706  1.149
H  1.788  -2.217  -2.077
H  4.217  -2.691  -1.647
H  4.947  -3.148  0.695
H  3.214  -3.119  2.501
H  0.830  -2.642  1.865

Atoms 1-3, force components in eV/Å:
Ru -0.03 0.72 0.11
Cl -0.02 -0.06 0.00
C -0.06 0.06 0.00

Kohn-Sham gap (alpha / beta) in Ha: 0.2285 / 0.2304
Spin multiplicity: 5
Total energy in eV: -102277.74910
Energy relative to the best compared isomer or geometry (same formula, charge and spin) in kJ/mol: 0.0
Molar mass in u: 608.3
Charge: -1
HOMO (alpha / beta) in Eh: -0.1441 / -0.1471
<S²>: 6.011

***

molar mass of number 4 (C18H9Cl4N2O3RuS2)? 608.3 u